1.
This record from the OMol25 dataset describes a gas-phase ion, CH5N2O (charge +1) at a distorted geometry. The level of theory is the ωB97M-V functional and the def2-TZVPD basis.

Structure (ORCA input):
```
! RIJCOSX wB97M-V def2-TZVPD def2/J DEFGRID3
* xyz 1 1
C 1.04317 0.38305 0.10187
N 0.08809 1.50068 -0.05731
N 0.28635 -1.01372 0.09536
O 2.25574 0.14750 0.10348
H -0.75909 1.39055 0.56321
H 0.50961 2.38561 -0.24768
H -0.09820 -1.04199 1.07542
H 0.91717 -1.80098 -0.02137
H -0.33880 -0.77288 -0.62069
*
```

natural (NBO) population analysis, charges in e, atoms 1 to 5: C 0.79; N -0.83; N -0.77; O -0.45; H 0.43

2.
This record from the OMol25 dataset describes 2 unconnected molecules or ions with the total composition CH5N2O2 at a distorted geometry. The level of theory is the ωB97M-V functional and the def2-TZVPD basis.

Structure (ORCA input):
```
! RIJCOSX wB97M-V def2-TZVPD def2/J DEFGRID3
* xyz 1 1
C -1.81582 -0.14211 -0.13722
N 1.13882 -0.71949 -0.02401
N 0.42380 0.20226 0.39698
O 2.30817 -0.45890 -0.29839
O 0.76669 1.51334 0.29781
H -1.96958 -0.30412 0.91775
H -1.49218 -0.97181 -0.72359
H -1.83164 0.86101 -0.50159
H 0.69652 -1.59642 -0.13974
H 1.77521 1.61624 0.21201
*
```

natural (NBO) population analysis, charges in e, atoms 1 to 5: C 0.00; N 0.16; N 0.09; O -0.37; O -0.47

3.
This record from the OMol25 dataset describes 2 unconnected molecules or ions with the total composition CH5N2S. The level of theory is the ωB97M-V functional and the def2-TZVPD basis.

Structure (ORCA input):
```
! RIJCOSX wB97M-V def2-TZVPD def2/J DEFGRID3
* xyz -1 1
S 0.06165 -0.73189 2.95266
H 0.23326 -1.85850 3.65585
N -0.66031 0.32504 -0.11301
C 0.25753 0.44481 -1.08403
N -0.01895 0.42871 -2.33748
H -0.37921 0.18719 0.85591
H -1.59005 0.03939 -0.37038
H 1.26528 0.59523 -0.68615
H 0.83081 0.57001 -2.87338
*
```

natural (NBO) population analysis, charges in e, atoms 1 to 5: S -1.08; H 0.10; N -0.81; C 0.29; N -0.80

4.
This record from the OMol25 dataset describes a gas-phase ion, CH5N2S (charge +1) at a distorted geometry. The level of theory is the ωB97M-V functional and the def2-TZVPD basis.

Structure (ORCA input):
```
! RIJCOSX wB97M-V def2-TZVPD def2/J DEFGRID3
* xyz 1 1
C -0.60271 0.14502 -0.40832
N -0.97936 -1.12713 -0.37790
N 0.44696 0.48878 0.25518
S 1.44373 1.92264 0.43310
H -1.34403 0.77505 -1.00870
H -1.60949 -1.47799 -1.01281
H -0.29491 -1.91215 -0.11566
H 1.00618 -0.34775 0.71827
H 1.93364 1.53353 1.51684
*
```

natural (NBO) population analysis, charges in e, atoms 1 to 5: C 0.37; N -0.71; N -0.65; S 0.34; H 0.27

5.
This record from the OMol25 dataset describes a gas-phase ion, CH5N2S2 (charge +1) at a distorted geometry. The level of theory is the ωB97M-V functional and the def2-TZVPD basis.

Structure (ORCA input):
```
! RIJCOSX wB97M-V def2-TZVPD def2/J DEFGRID3
* xyz 1 1
C -0.07651 0.62762 -0.07587
N -0.37109 -1.11876 0.28530
N -1.19413 1.34638 -0.03766
S 2.61763 -0.47010 -0.02705
S 1.53077 1.16488 0.07081
H 0.46729 -1.71298 0.23619
H -1.22390 -1.34267 -0.19139
H -2.10248 0.87961 0.11725
H -1.14567 2.19532 0.44299
H 2.23292 -0.80608 1.32631
*
```

natural (NBO) population analysis, charges in e, atoms 1 to 5: C 0.31; N -0.78; N -0.72; S -0.01; S 0.35

6.
This record from the OMol25 dataset describes CH5N3 in the gas phase at a distorted geometry. The level of theory is the ωB97M-V functional and the def2-TZVPD basis.

Structure (ORCA input):
```
! RIJCOSX wB97M-V def2-TZVPD def2/J DEFGRID3
* xyz 0 1
N 0.31512 0.40431 1.12901
C 0.22426 -0.28732 -0.05783
N 0.29593 0.55428 -1.16998
N 0.07431 -1.55774 -0.15722
H -0.16649 0.00805 1.91706
H 0.32728 1.41099 1.07725
H -0.35443 1.32381 -1.11689
H 0.00288 0.04307 -1.99227
H -0.71886 -1.89946 0.37086
*
```

natural (NBO) population analysis, charges in e, atoms 1 to 5: N -0.82; C 0.63; N -0.84; N -0.87; H 0.39

7.
This record from the OMol25 dataset describes CH5N3 in the gas phase at a distorted geometry. The level of theory is the ωB97M-V functional and the def2-TZVPD basis.

Structure (ORCA input):
```
! RIJCOSX wB97M-V def2-TZVPD def2/J DEFGRID3
* xyz 0 1
N 0.07829 0.59075 1.05116
C -0.27472 -0.34552 -0.00377
N 0.36780 -0.16205 -1.25950
N -1.15730 -1.20728 0.15662
H 1.07534 0.45561 1.20969
H -0.03456 1.54294 0.72616
H 0.21232 0.75570 -1.64825
H 1.33062 -0.46155 -1.30091
H -1.59781 -1.16859 1.06879
*
```

natural (NBO) population analysis, charges in e, atoms 1 to 5: N -0.89; C 0.54; N -0.89; N -0.60; H 0.36

8.
This record from the OMol25 dataset describes CH5N3O in the gas phase at a distorted geometry. The level of theory is the ωB97M-V functional and the def2-TZVPD basis.

Structure (ORCA input):
```
! RIJCOSX wB97M-V def2-TZVPD def2/J DEFGRID3
* xyz 0 1
C -0.38517 -0.12017 -0.07011
H -1.49681 1.62821 0.14139
H 0.02588 1.64281 -0.78786
H -1.68213 -1.86382 -0.07658
H 0.69098 -1.56209 0.21072
H 1.94433 0.34369 0.88166
N -0.56228 1.30429 -0.05751
N -1.46836 -0.73919 0.07266
N 0.93408 -0.73388 -0.35327
O 1.99948 0.10015 0.03891
*
```

natural (NBO) population analysis, charges in e, atoms 1 to 5: C 0.53; H 0.41; H 0.39; H 0.37; H 0.36

9.
This record from the OMol25 dataset describes a molecular structure, CH5N3O at a distorted geometry. The level of theory is the ωB97M-V functional and the def2-TZVPD basis.

Structure (ORCA input):
```
! RIJCOSX wB97M-V def2-TZVPD def2/J DEFGRID3
* xyz 0 1
C -0.35391 -0.20570 -0.03711
H 1.81875 -0.80204 0.37481
H 1.86888 -0.76271 -1.27824
H 0.40943 1.39970 0.41825
H -1.81830 1.29600 0.50476
H -2.43945 -0.38192 0.03349
N 1.78640 -0.05632 -0.37851
N 0.47905 0.68583 -0.38527
N -1.48696 0.29559 0.61248
O -0.26389 -1.46844 0.13535
*
```

natural (NBO) population analysis, charges in e, atoms 1 to 5: C 0.72; H 0.37; H 0.38; H 0.40; H 0.37

10.
This record from the OMol25 dataset describes CH5N3O2 in the gas phase at a distorted geometry. The level of theory is the ωB97M-V functional and the def2-TZVPD basis.

Structure (ORCA input):
```
! RIJCOSX wB97M-V def2-TZVPD def2/J DEFGRID3
* xyz 0 1
C 0.59215 0.99912 0.08632
N -0.72580 -1.13908 -0.17930
N -0.84447 0.14976 0.13321
N 1.31402 0.48488 -1.09360
O 1.56972 -0.71793 -1.06743
O 1.50794 1.25461 -2.04737
H 0.47952 2.05510 -0.24983
H 1.13488 0.82817 0.98966
H -0.37197 -1.26846 -1.09884
H -0.48660 -1.82667 0.51921
H -1.36681 0.58703 -0.67588
*
```

natural (NBO) population analysis, charges in e, atoms 1 to 5: C -0.19; N -0.63; N -0.39; N 0.48; O -0.40

11.
This record from the OMol25 dataset describes CH5N3O2 in the gas phase at a distorted geometry. The level of theory is the ωB97M-V functional and the def2-TZVPD basis.

Structure (ORCA input):
```
! RIJCOSX wB97M-V def2-TZVPD def2/J DEFGRID3
* xyz 0 1
C 1.50068 -0.25669 0.27014
N 0.55832 0.33859 -0.53934
N -0.68655 0.66448 0.04136
N -1.82637 -0.11052 0.02998
O -1.78115 -1.27361 -0.32876
O -2.92472 0.45191 0.35543
H 2.06493 0.46694 0.97580
H 1.20986 -1.23736 0.77046
H 2.35345 -0.46198 -0.46206
H 0.34742 -0.24981 -1.34436
H -0.81589 1.66803 0.23138
*
```

natural (NBO) population analysis, charges in e, atoms 1 to 5: C -0.43; N -0.45; N -0.31; N 0.61; O -0.39

12.
This record from the OMol25 dataset describes 2 unconnected molecules or ions with the total composition CH5N3O2 at a distorted geometry. The level of theory is the ωB97M-V functional and the def2-TZVPD basis.

Structure (ORCA input):
```
! RIJCOSX wB97M-V def2-TZVPD def2/J DEFGRID3
* xyz 0 3
C -1.59743 0.28521 -0.28765
N -0.25088 -0.20573 -0.03893
N -0.11800 -1.32599 0.52748
N 2.50288 -0.04623 -0.08058
O 1.94177 1.06481 0.03924
O 3.66908 -0.23142 0.18651
H -1.54501 1.27787 0.38399
H -1.77894 0.67039 -1.36208
H -2.33724 -0.34262 0.11085
H 0.51159 0.60526 -0.08022
H -0.99781 -1.75157 0.60139
*
```

natural (NBO) population analysis, charges in e, atoms 1 to 5: C -0.44; N -0.37; N -0.50; N 0.54; O -0.32

What did we get for relative energy (zero: lowest compared OMol25 entry of this formula, charge and spin)? Answer: 29.2 131.9 2.5 23.4 63.4 26.1 27.4 66.7 69.5 92.9 91.8 0.0 kcal per mole, in the order shown.